Record 1
Density functional theory data (ωB97M-V with the def2-TZVPD basis set) for 3 unconnected molecules or ions with the total composition C2H9N2.

Computed properties:
Multiplicity ... 2
Expectation value of S² ... 1.761
Gap between HOMO and LUMO (spin up / spin down) ... 10.240 / 5.264 eV
LUMO level (spin up / spin down) ... 1.076 / 0.489 eV

Last column: natural (NBO) charge in e.
Element x y z (Å)
C -5.62 -2.56 1.37  -0.346
H -6.50 -2.93 1.85  0.169
H -4.86 -2.03 0.80  0.177
H 0.02 5.59 4.99  0.000
H -0.11 4.88 5.17  0.000
N 2.53 -0.36 -0.76  -0.874
C 2.57 -0.07 -2.08  0.024
N 1.47 -0.56 -2.79  -0.858
H 1.74 -0.64 -0.17  0.373
H 3.26 -0.42 -0.06  0.389
H 3.49 0.35 -2.49  0.179
H 1.15 -0.17 -3.66  0.395
H 0.86 -1.07 -2.16  0.374

Record 2
Density functional theory data (ωB97M-V with the def2-TZVPD basis set) for 2 unconnected molecules or ions with the total composition C2H9N2.

Computed properties:
Charge ... +1
Multiplicity ... 1
Gap between HOMO and LUMO ... 11.452 eV
LUMO level ... -4.259 eV

Last column: natural (NBO) charge in e.
Element x y z (Å)
C -0.53 0.84 -1.35  -0.445
C 1.69 0.67 -0.19  0.091
N 0.45 0.34 -0.33  -0.425
H -1.33 1.40 -0.82  0.244
H -0.97 -0.01 -1.91  0.246
H -0.03 1.52 -2.09  0.236
H 2.14 1.46 -0.83  0.222
H 2.30 0.17 0.55  0.224
H -0.08 -0.38 0.41  0.455
N -0.76 -1.32 1.47  -1.057
H -1.77 -1.16 1.55  0.400
H -0.42 -1.27 2.43  0.407
H -0.68 -2.27 1.10  0.402

Record 3
Density functional theory data (ωB97M-V with the def2-TZVPD basis set) for 2 unconnected molecules or ions with the total composition C2H9N2.

Computed properties:
Charge ... +1
Multiplicity ... 1
Gap between HOMO and LUMO ... 5.871 eV
LUMO level ... -8.247 eV

Last column: natural (NBO) charge in e.
Element x y z (Å)
C -0.30 0.10 1.21  -0.309
N -0.84 -1.30 1.16  -0.796
C -0.27 0.96 -0.11  -0.086
N 1.33 -0.39 -1.73  -0.777
H 0.70 0.25 1.71  0.253
H -0.86 0.65 1.90  0.326
H -1.08 -1.50 0.21  0.375
H -1.47 -1.93 1.79  0.453
H 0.39 1.83 0.17  0.253
H -1.21 1.29 -0.54  0.256
H 1.14 -0.51 -2.71  0.400
H 1.82 0.50 -2.02  0.374
H 0.64 0.05 -1.03  0.278

Record 4
Density functional theory data (ωB97M-V with the def2-TZVPD basis set) for a molecular structure, C2H9N2.

Computed properties:
Charge ... +1
Multiplicity ... 1
Gap between HOMO and LUMO ... 12.200 eV
LUMO level ... -3.553 eV

Last column: natural (NBO) charge in e.
Element x y z (Å)
C 1.47 0.13 -0.64  -0.439
C -0.60 1.13 -1.27  0.067
N 0.03 0.34 -0.50  -0.425
H 1.93 0.37 0.32  0.228
H 1.88 0.75 -1.42  0.223
H 1.65 -0.92 -0.88  0.233
H -1.67 1.27 -1.16  0.208
H -0.07 1.67 -2.04  0.199
N -0.94 -0.96 1.54  -0.977
H -0.23 -1.03 2.27  0.416
H -0.52 -0.30 0.49  0.433
H -1.19 -1.92 1.32  0.418
H -1.75 -0.53 1.97  0.417

Record 5
Density functional theory data (ωB97M-V with the def2-TZVPD basis set) for 2 unconnected molecules or ions with the total composition C2H9N2.

Computed properties:
Charge ... +1
Multiplicity ... 3
Expectation value of S² ... 2.003
Gap between HOMO and LUMO (spin up / spin down) ... 8.227 / 11.364 eV
LUMO level (spin up / spin down) ... -3.680 / -4.780 eV

Last column: natural (NBO) charge in e.
Element x y z (Å)
C -1.18 -0.35 -0.73  -0.699
C 0.12 0.04 -0.12  0.295
N 1.29 -0.37 -0.70  -0.783
N 0.16 -0.02 1.37  -0.711
H -1.22 -0.02 -1.76  0.263
H -2.02 0.10 -0.20  0.238
H -1.30 -1.44 -0.73  0.236
H 0.25 2.65 -0.27  -0.001
H 2.16 0.01 -0.37  0.402
H 1.26 -0.50 -1.70  0.424
H -0.70 0.42 1.75  0.455
H 0.97 0.49 1.74  0.445
H 0.20 -1.00 1.71  0.435

Record 6
Density functional theory data (ωB97M-V with the def2-TZVPD basis set) for 2 unconnected molecules or ions with the total composition C2H9N2.

Computed properties:
Charge ... +2
Multiplicity ... 2
Expectation value of S² ... 0.755
Gap between HOMO and LUMO (spin up / spin down) ... 10.858 / 9.801 eV
LUMO level (spin up / spin down) ... -9.749 / -12.592 eV

Last column: natural (NBO) charge in e.
Element x y z (Å)
N 0.91 -1.90 -0.54  -0.887
H 0.40 -2.78 -0.37  0.471
H 1.37 -1.83 0.38  0.457
H 0.35 -1.04 -0.75  0.452
H 1.59 -2.10 -1.28  0.476
C -0.18 1.53 1.42  -0.072
C -0.96 0.91 0.45  0.160
N -0.47 0.71 -0.83  -0.761
H 0.68 2.13 1.12  0.249
H -0.33 1.34 2.48  0.275
H -2.05 0.88 0.52  0.279
H -1.26 0.55 -1.46  0.440
H -0.06 1.60 -1.15  0.461

Strongest force on any atom for the records above, in order: 0.0749; 0.0247; 0.1051; 0.0096; 0.0076; 0.0508 Eh/bohr
Energy above the lowest of the compared OMol25 structures with the same formula, charge and spin for the records above, in order: 136.4; 14.5; 145.7; 12.8; 0.0; 7.1 kcal per mole